[1]
ORCA calculation (ωB97M-V with the def2-TZVPD basis set) on C30H55BGdO2P2 as an isolated structure in a non-equilibrium geometry.

Geometry (Å):
Gd -0.769 1.637 1.844
C 0.823 1.129 3.623
C 1.563 1.399 2.435
C 0.334 3.299 2.957
C 0.031 2.294 3.941
C 1.293 2.737 2.028
C 1.146 -0.045 4.481
H 2.239 -0.126 4.625
H 0.835 -0.969 3.982
H 0.684 -0.013 5.482
C -0.975 2.425 5.040
H -0.547 2.138 6.006
H -1.875 1.805 4.900
H -1.315 3.463 5.144
C -0.440 4.554 2.758
H -0.728 4.975 3.733
H -1.372 4.399 2.174
H 0.168 5.286 2.225
C 1.954 3.375 0.856
H 2.828 3.972 1.164
H 1.269 4.035 0.304
H 2.332 2.611 0.171
C 2.653 0.584 1.841
H 3.660 0.974 2.085
H 2.572 0.597 0.744
H 2.620 -0.464 2.158
C 0.650 -2.635 -0.328
C 1.782 -2.417 0.365
C 3.166 -2.431 -0.207
C 3.264 -1.845 -1.642
C 2.880 -0.417 -1.755
C 1.675 0.087 -2.037
C 0.359 -0.544 -1.732
C 0.312 -2.099 -1.696
H 3.574 -3.453 -0.251
H 2.688 -2.454 -2.345
H 3.831 -1.867 0.466
H 0.864 -2.545 -2.533
H -0.222 -3.040 0.202
H 1.719 -2.253 1.470
H -0.732 -2.389 -1.893
H -0.030 -0.219 -0.745
H 1.612 1.134 -2.362
H -0.380 -0.162 -2.467
H 4.323 -1.909 -1.946
H 3.707 0.279 -1.592
P -0.251 -0.035 -4.812
P -0.327 2.804 -5.715
C -0.482 0.171 -6.664
C -0.911 1.583 -7.026
H -1.230 -0.556 -7.004
H 0.466 -0.096 -7.150
H -0.488 1.865 -8.002
H -2.005 1.671 -7.090
C -1.005 4.245 -6.663
H -0.635 5.176 -6.224
H -2.101 4.226 -6.593
H -0.717 4.204 -7.723
C 1.384 2.855 -6.420
H 1.362 2.824 -7.515
H 1.966 2.007 -6.048
H 1.871 3.781 -6.103
C -1.835 -1.001 -4.620
H -1.958 -1.383 -3.597
H -1.847 -1.829 -5.345
H -2.662 -0.309 -4.846
C 1.038 -1.353 -4.985
H 1.601 -1.166 -5.913
H 0.552 -2.338 -5.033
H 1.756 -1.314 -4.151
C -1.005 -3.553 4.919
C -1.748 -2.774 3.856
C -2.460 -3.753 2.939
O -0.810 -2.069 3.038
B -1.339 -0.817 2.857
O -2.523 -0.538 3.511
C -2.690 -1.641 4.420
C -4.166 -1.955 4.464
C -2.275 -1.186 5.823
H -1.733 -4.131 5.503
H -0.437 -2.914 5.608
H -0.313 -4.262 4.450
H -1.709 -4.381 2.447
H -3.105 -4.410 3.532
H -3.058 -3.252 2.166
H -4.360 -2.765 5.176
H -4.708 -1.071 4.812
H -4.558 -2.243 3.483
H -1.217 -0.878 5.888
H -2.902 -0.335 6.132
H -2.454 -1.998 6.548

Atoms 1-6, force components in eV/Å:
Gd -5.030 -1.539 -4.299
C 0.736 0.974 0.562
C 0.906 1.431 1.253
C 1.745 -0.273 0.772
C 1.482 0.204 0.145
C 0.652 0.192 1.646

Summary:
- E_LUMO (alpha / beta) (eV) = -2.659 / -5.168
- 2S+1 = 8
- total charge = +1

These are the Löwdin partial charges, in e, on atoms 1 to 6:
1 Gd 1.5448
2 C -0.3312
3 C -0.3473
4 C -0.3888
5 C -0.3508
6 C -0.3699

***

[2]
ORCA calculation (ωB97M-V with the def2-TZVPD basis set) on C30H55BeCl3F2N3O8P as an isolated structure in a non-equilibrium geometry.

Geometry (Å):
C 4.923 -7.206 2.428
C 4.873 -6.174 1.153
C 4.068 -4.771 1.443
N 3.699 -4.164 0.107
C 2.429 -3.352 0.239
C 2.549 -1.718 0.191
N 1.336 -0.768 0.275
P 1.722 0.981 0.145
O 1.182 1.884 1.532
O 1.173 1.662 -1.364
C -0.095 -1.326 0.420
C -1.370 -0.285 0.504
C -2.212 -0.195 -0.923
C -2.461 1.370 -1.394
Cl -1.284 -1.071 -2.269
C -0.416 -2.966 0.490
C -1.956 -3.544 0.675
F -2.221 -4.813 -0.038
C -2.302 -3.551 2.275
C -3.313 -4.739 2.772
C 0.901 -3.993 0.402
C 0.803 -5.629 0.447
C 0.177 -6.251 1.829
C -0.911 -7.471 1.579
C -0.370 -8.659 0.580
N -1.489 -9.154 -0.359
H 4.765 -6.682 3.467
H 5.993 -7.722 2.410
H 4.148 -8.087 2.286
H 5.933 -5.872 0.730
H 4.309 -6.716 0.260
H 4.728 -3.954 2.010
H 3.104 -4.906 2.121
H 4.460 -3.474 -0.163
H 3.634 -1.241 0.083
H 0.532 2.591 1.201
H 1.865 1.339 -2.043
H -2.090 -0.710 1.350
H -1.086 0.810 0.807
H -3.255 -0.713 -0.730
H -2.730 2.037 -0.461
H -1.519 1.736 -1.991
H -3.388 1.333 -2.141
H -2.677 -2.730 0.182
H -2.852 -2.521 2.522
H -1.302 -3.533 2.911
H -2.726 -5.343 3.618
H -4.264 -4.288 3.336
H -3.742 -5.423 1.925
H 1.886 -6.116 0.326
H 0.177 -6.004 -0.482
H 1.082 -6.751 2.426
H -0.296 -5.469 2.560
H -1.076 -7.969 2.651
H -1.974 -7.096 1.231
H -0.019 -9.640 1.163
H 0.524 -8.353 -0.111
H -2.429 -8.900 0.072
H -1.447 -10.217 -0.379
C 1.249 5.181 -1.126
Cl 2.270 6.239 -0.144
Cl 0.055 4.343 -0.128
H 0.728 5.784 -1.874
H 1.880 4.440 -1.624
F -2.064 4.930 -0.590
C -3.315 8.100 -4.091
C -3.582 6.922 -3.193
O -3.619 5.775 -3.637
C -3.802 7.200 -1.730
H -3.176 7.748 -5.119
H -4.167 8.785 -4.068
H -2.405 8.613 -3.771
H -4.675 7.845 -1.602
H -2.913 7.673 -1.304
H -3.983 6.257 -1.204
Be 2.625 -5.699 3.557
O 4.727 5.077 -2.536
C 5.053 6.248 -2.731
O 4.158 7.138 -3.210
C 4.379 8.558 -3.289
C 5.102 8.922 -4.571
C 6.476 6.685 -2.535
H 4.891 8.928 -2.396
H 3.388 9.026 -3.292
H 6.092 8.462 -4.619
H 5.219 10.006 -4.654
H 4.544 8.560 -5.440
H 7.055 6.444 -3.431
H 6.890 6.143 -1.679
H 6.582 7.743 -2.304
C -4.022 2.852 2.599
C -4.915 1.751 2.066
C -5.789 1.142 3.120
O -6.022 -0.157 2.607
C -4.925 -0.468 1.852
O -4.670 -1.586 1.435
O -4.152 0.638 1.629
H -3.322 2.466 3.348
H -3.414 3.274 1.791
H -4.612 3.657 3.047
H -5.503 2.116 1.214
H -6.729 1.685 3.248
H -5.295 1.045 4.093

Atoms 1-6, force components in eV/Å:
C 0.670 -0.544 -0.910
C -0.747 0.089 -0.393
C 2.083 0.161 -0.110
N -2.238 2.335 1.204
C -2.729 3.826 -0.055
C -1.819 -2.590 0.304

Summary:
- E_LUMO (eV) = -10.651
- total charge = +2

These are the Löwdin partial charges, in e, on atoms 1 to 6:
1 C -0.1498
2 C -0.2136
3 C -0.2688
4 N -0.0419
5 C -0.0879
6 C 0.0327

***

Question: Which of these has the lowest total charge?
Answer: C30H55BGdO2P2